Record 1
Entry from OMol25: C10H28N3OPPdS4SbSe2 as an isolated structure at a distorted geometry (ωB97M-V with the def2-TZVPD basis set).

As for the HOMO energy (spin up / spin down): -3.16 / -3.70 eV. The value obtained for the largest force on an atom is 3.000 eV/A. The value obtained for the HOMO-LUMO gap (spin up / spin down) is 5.35 / 4.84 eV. Its charge is -1. Its spin multiplicity is 3.

The geometry in XYZ format:
```
51
Properties=species:S:1:pos:R:3:forces:R:3:lowdin_spin:R:1
H 4.614457 0.077712 -1.866322 0.002 -0.076 0.037 0.000
N -1.083703 -1.443371 1.237534 -0.210 0.613 -0.273 0.033
S 1.749018 0.682004 -2.110915 -0.070 -0.198 -1.067 0.027
Se 3.221047 1.445412 -0.246699 -0.058 0.145 0.132 0.127
H 2.802853 2.701461 -3.128284 0.036 -0.088 0.127 0.002
H 1.040918 2.897504 -1.349983 0.103 -0.107 0.058 0.001
C 1.163781 -1.651460 -4.330976 -0.169 0.158 0.098 0.002
O -0.854344 0.712020 -0.302718 0.036 0.020 -0.007 0.011
N -3.026135 0.418947 1.002278 0.192 0.321 -0.163 0.001
Pd 1.041299 -0.615545 -0.107587 0.770 0.477 1.396 0.646
C -3.609413 1.472113 0.187198 0.006 -0.140 -0.045 0.000
Se -0.071706 -0.538108 -3.296736 0.093 0.203 -0.393 0.018
C -1.298145 -2.377954 0.122594 -0.354 -0.178 0.049 0.005
N -0.817733 0.915440 2.409717 -0.191 -0.066 -0.721 0.000
C -3.852266 0.017511 2.121264 0.056 -0.086 -0.099 0.000
H -1.190190 -1.869659 -0.832718 0.053 0.003 -0.076 0.002
H 0.859430 -2.689541 -4.224968 0.087 -0.023 0.040 -0.001
H -4.806024 -0.368072 1.749559 0.004 -0.028 0.040 0.000
S 4.622025 -2.709410 -1.641393 -0.358 0.384 -0.109 0.209
H -2.923153 1.719519 -0.618076 -0.046 0.030 -0.020 0.000
H -0.570578 -3.190646 0.173038 0.070 0.077 -0.034 -0.001
H 1.137110 -1.341931 -5.372379 0.060 -0.033 -0.013 0.000
C 0.858693 2.238292 -2.187047 -0.155 0.401 -0.126 0.002
H 5.353009 0.105739 -0.271021 0.009 -0.067 -0.039 0.000
C 4.859287 0.716078 -1.019744 -0.114 0.080 0.114 0.009
S 1.433257 -4.645455 -1.240587 -0.252 0.522 -0.124 0.255
H -0.179066 2.130659 -2.465241 0.005 -0.142 0.005 0.000
C 0.616701 0.894001 2.701703 0.013 -0.102 0.292 0.005
C 1.884242 2.144362 -3.249821 -0.071 0.499 -0.150 0.023
H -3.819763 2.378546 0.772000 -0.012 -0.018 -0.001 0.000
H 1.030171 -0.101888 2.562475 0.064 -0.042 -0.088 0.005
H -2.305461 -2.815447 0.165779 -0.012 0.078 0.091 0.000
H -0.951568 2.980329 1.861607 0.021 -0.033 0.005 0.000
H 2.170593 -1.527380 -3.928856 0.032 -0.089 -0.021 0.001
H -1.128128 -1.327944 3.326394 -0.029 -0.053 0.032 0.000
Sb 2.406724 -2.549176 -0.972776 1.437 -2.608 -0.361 0.193
H -4.070998 0.858901 2.793097 0.022 -0.017 0.020 0.000
H 0.758972 1.176693 3.749082 -0.038 -0.001 -0.007 0.000
H 1.175420 1.603395 2.083557 0.016 -0.049 -0.079 0.000
P -1.369618 0.172810 0.988994 -0.948 -0.258 1.231 0.006
H -2.439462 2.249713 2.507527 0.089 0.092 0.022 0.000
C -1.352994 2.260827 2.587820 -0.176 0.038 0.088 0.000
H -4.549900 1.120667 -0.246739 -0.001 0.021 0.002 0.000
S 2.347385 -2.178174 1.391960 -0.220 0.484 0.002 0.408
H 5.491407 1.545902 -1.330557 -0.025 0.012 0.017 0.004
H -3.360932 -0.763879 2.695793 -0.043 0.002 0.016 0.000
H -1.090533 2.609121 3.588259 0.004 -0.004 -0.001 0.000
H -2.057934 -2.687597 2.630735 -0.021 0.037 -0.026 0.001
H -0.277860 -2.731356 2.657505 -0.006 -0.004 -0.043 0.000
H 1.569147 1.959516 -4.267335 -0.071 -0.164 0.072 0.002
C -1.149338 -2.081198 2.542006 0.371 -0.021 0.098 0.001
```
Positions in Å, forces in eV/Å.

***

Record 2
Entry from OMol25: C10H29Ba2HgNO15S2 as an isolated structure at a distorted geometry (ωB97M-V with the def2-TZVPD basis set).

As for the HOMO energy: -10.34 eV. The value obtained for the largest force on an atom is 4.933 eV/A. The value obtained for the HOMO-LUMO gap is 1.78 eV. Its charge is +2. Its spin multiplicity is 1.

The geometry in XYZ format:
```
60
Properties=species:S:1:pos:R:3:forces:R:3:nbo_charge:R:1
O 2.678508 1.759121 -2.372014 3.507 1.034 -3.312 -1.033
O 0.562968 0.956251 -2.099354 -0.963 -1.456 0.383 -0.839
H -4.012152 0.072281 7.808566 0.031 -0.739 -0.107 0.180
S -4.659162 7.825781 -0.846614 0.630 -0.892 0.432 2.454
H -4.443592 -0.765529 4.699006 0.177 -0.444 0.588 0.160
C -5.275752 0.929461 3.784496 0.644 -0.940 -0.996 -0.054
N -3.987902 1.078101 3.009986 -0.537 0.926 1.885 -0.819
H 1.569618 -3.285129 -5.723284 1.196 -0.264 0.286 0.170
H -5.883762 -0.725569 2.614856 -0.277 -0.352 0.190 0.197
O 0.668238 -2.752819 -7.367874 -0.197 1.833 -1.813 -0.745
H -0.250262 -4.533789 2.488986 0.302 -0.503 -0.506 0.169
H -1.466022 -2.851329 -0.977634 0.205 0.036 0.228 0.475
O -1.752072 -3.612439 -0.467254 0.441 -0.437 0.095 -0.724
H 3.541358 -4.677339 -6.870144 -0.692 -0.120 0.553 0.196
H 0.346338 -2.332409 1.493666 0.146 0.158 0.034 0.465
Ba 2.049498 7.940981 0.895116 -0.345 -0.417 -0.014 1.713
H -1.838392 -4.026139 1.990666 -0.074 0.417 0.226 0.184
H 0.955028 -4.567249 -6.668244 0.586 -0.666 -0.154 0.183
C -0.666352 -4.227309 0.235446 0.251 0.307 1.328 -0.097
H 6.597138 1.664261 -0.537044 -0.204 -0.021 -0.167 0.464
O -0.379702 -2.548399 2.083416 -0.488 -0.227 -0.331 -0.717
H 9.164358 1.715701 0.764116 -0.305 0.890 -0.177 0.180
C 8.009438 -0.018469 0.807426 -0.103 1.332 -0.782 -0.096
O -4.280072 0.930711 5.950136 0.420 -0.542 -0.105 -0.558
H -7.139602 0.274551 3.445676 -0.732 -0.609 -0.741 0.202
H -5.689842 1.874131 4.136946 0.466 0.342 -0.288 0.192
O 2.386538 0.573111 -0.344894 -1.300 0.330 -0.313 -0.958
H 8.869698 1.016991 -0.831814 -0.009 0.193 -0.159 0.170
H 3.100568 -4.154039 -8.435584 -1.362 -0.389 -0.122 0.200
H -2.754592 -0.443469 6.534246 -0.707 -0.717 -0.222 0.177
H -2.685302 1.021641 7.284706 -0.328 0.761 -0.206 0.184
C 8.398018 1.302061 0.108586 -0.712 -0.491 0.468 -0.093
O 7.294708 -0.831129 -0.117674 0.100 -0.147 0.377 -0.724
H -3.484502 0.209861 3.123336 -0.129 -0.781 -0.515 0.339
O -5.470582 6.580191 -1.009024 0.214 1.833 0.038 -0.694
C -5.030272 0.062531 5.096766 0.182 1.447 -1.713 -0.075
H 0.326938 -3.953909 -0.120554 0.064 0.713 -0.198 0.156
H -0.159662 -2.782719 -6.882794 -0.075 -0.105 -0.089 0.479
O 7.267988 2.219721 -0.133294 1.535 -0.941 0.599 -0.734
H 7.431968 0.197421 1.706316 -0.152 -0.067 0.051 0.174
O 1.163978 2.707761 -0.861084 0.186 0.080 1.062 -0.829
H 8.950738 -0.464989 1.127846 -0.125 -0.516 -0.243 0.185
S 1.758748 1.410851 -1.354424 -1.340 0.522 1.476 2.541
H 6.358538 -0.669919 0.020896 -0.128 -0.190 0.021 0.473
H -3.461042 1.597511 3.697546 0.686 0.868 -0.144 0.346
C -0.776682 -3.887709 1.786456 -0.207 -0.200 -1.252 -0.092
C 2.958488 -3.911839 -7.382374 -0.362 2.005 -0.125 -0.104
Hg -2.900992 3.253031 -1.652264 0.031 0.013 -0.004 0.013
H -6.442642 0.673331 1.813606 0.240 0.809 0.450 0.228
H -0.646952 -5.295379 0.018756 -0.632 -0.188 0.397 0.181
Ba 1.842108 1.894961 -7.190724 0.003 -0.615 0.668 1.869
O -4.816822 8.761981 -1.978474 0.153 -1.094 0.045 -0.695
C 1.531928 -3.646159 -6.751084 0.717 -1.823 0.863 -0.087
H -5.964682 -0.285749 5.536876 0.004 -0.003 0.242 0.177
C -3.433062 0.318211 6.918456 0.128 0.699 0.215 -0.257
O 3.753548 -2.661179 -7.316274 -0.357 -0.844 0.608 -0.764
O -4.875392 8.547491 0.405956 0.049 -0.903 -0.403 -0.814
O -3.234182 7.306081 -0.902674 -0.698 1.014 -0.088 -0.734
C -6.252342 0.280981 2.812586 -0.238 -0.720 1.437 -0.619
H 4.577328 -3.044949 -7.006944 0.486 0.800 0.045 0.477
```
Positions in Å, forces in eV/Å.

***

Record 3
Entry from OMol25: C10H30AgBrN6O4 as an isolated structure at a distorted geometry (ωB97M-V with the def2-TZVPD basis set).

As for the HOMO energy: -8.76 eV. The value obtained for the largest force on an atom is 10.454 eV/A. The value obtained for the HOMO-LUMO gap is 6.91 eV. Its spin multiplicity is 1.

The geometry in XYZ format:
```
52
Properties=species:S:1:pos:R:3:forces:R:3:nbo_charge:R:1
H -2.934128 1.975783 -1.470264 -0.047 -0.520 0.052 0.368
O -2.832698 1.116923 -4.223244 -1.428 0.944 0.807 -0.561
H -2.263138 0.491443 -6.112794 0.248 -0.171 -0.095 0.164
C 3.456162 1.427143 1.644036 0.395 0.668 1.614 -0.075
H -2.636518 -0.760047 -4.833104 0.629 -0.476 -0.512 0.160
H -3.859308 -0.937607 -0.689414 0.078 0.426 0.314 0.400
H -2.971118 -5.388897 1.724176 -0.312 -1.378 -0.349 0.383
H 6.155972 -0.701117 3.813146 -0.232 0.348 0.102 0.170
H -1.840698 -6.637807 1.192826 -0.202 0.165 0.266 0.404
H -1.574588 -2.676377 1.575676 0.540 -0.240 -0.038 0.429
N -2.139078 -5.673507 1.227386 -1.800 -3.285 0.131 -0.808
H 4.108362 3.570533 1.463306 0.608 -0.331 0.133 0.213
H -0.973248 0.567393 -3.724364 0.741 0.211 0.383 0.171
N -3.319878 -0.600977 0.095306 4.881 -4.972 -7.794 -0.826
O -0.026408 -4.911137 1.237736 -0.212 0.951 -0.483 -0.735
H 3.713062 1.135393 0.625706 0.667 0.288 0.117 0.201
C -2.904968 0.195853 -5.282864 0.532 -0.522 0.747 -0.248
H -2.034868 0.131113 1.819216 -0.075 0.368 0.648 0.401
N -1.966838 -3.606587 1.545146 0.818 3.144 0.739 -0.832
H 1.684192 0.654163 1.072446 -0.055 -0.482 -0.242 0.367
Br -0.021798 -1.069107 -0.160924 0.550 -1.147 -0.518 -0.852
H 4.836342 -1.908207 3.689586 0.259 -0.174 0.096 0.184
N 2.195052 0.793063 1.932586 -1.262 0.218 0.014 -0.815
C -3.828308 -0.030537 1.061176 -1.706 0.410 -0.179 0.715
N -1.925658 1.999283 -1.419894 0.637 0.535 -0.873 -0.841
H 0.271662 3.554373 -1.749214 -0.235 -0.013 -0.021 0.224
H -2.973358 -3.575517 1.622966 0.326 -0.309 -0.226 0.395
H 2.487932 3.352683 1.214246 -0.406 -0.468 -0.242 0.213
H -1.942318 3.437523 -2.818164 0.190 0.045 -0.928 0.201
C 5.527372 -1.275457 3.132626 -0.867 0.915 -0.930 -0.254
H -1.511208 1.085513 -1.304354 -0.441 -0.379 0.408 0.358
Ag 0.857502 -3.783007 -0.996584 -0.604 1.030 1.151 0.884
O -4.960038 0.230553 1.009706 -7.518 2.273 1.339 -0.690
H 3.054502 3.351183 2.809486 0.145 -0.745 0.465 0.210
H 4.109842 0.900143 3.709446 -0.856 -0.164 0.052 0.163
H 0.642442 2.979463 -3.374694 -0.136 0.296 -0.233 0.202
H 6.227952 -1.842937 2.520056 -0.326 -0.218 -0.095 0.185
C -1.499118 1.511613 -3.865804 -1.366 0.268 -1.581 -0.072
C 0.079672 2.757713 -2.467944 1.251 0.254 -0.288 -0.614
C -1.248648 -4.727357 1.367796 1.054 1.131 -0.715 0.776
O 4.706462 -0.447167 2.239336 1.419 -1.228 0.821 -0.549
C 4.456242 0.856343 2.676886 0.354 0.371 -0.808 -0.049
C 3.292622 2.945303 1.826296 0.302 1.126 -1.156 -0.652
H -3.896978 -0.008217 -5.685844 -0.323 0.855 0.366 0.193
H 0.580932 1.865293 -2.093204 -0.238 -0.239 0.260 0.211
H 1.670042 1.554003 2.339336 -0.614 -0.281 0.621 0.338
H -2.321378 -0.752977 0.091926 -0.092 -0.369 -0.612 0.388
N -3.025488 0.168543 2.012576 3.273 1.687 5.936 -0.826
H -3.467338 0.722413 2.732356 0.929 0.120 0.271 0.404
C -1.375868 2.512203 -2.713214 -1.079 -1.090 1.650 -0.086
H 5.369782 1.447113 2.744226 0.507 0.163 -0.504 0.147
H -1.209128 2.024503 -4.782844 1.094 -0.008 -0.078 0.166
```
Positions in Å, forces in eV/Å.